Computed, not measured: a 3-piece molecular cluster, C3H11NO2 overall, with ωB97M-V/def2-TZVPD.

Last column: Löwdin charge in e.
Cartesian coordinates (Å):
O (-3.20, -2.39, -0.78)  -0.043
O (-0.90, -0.61, -1.50)  -0.183
N (1.15, 0.13, 0.11)  -0.083
C (0.65, 1.51, 0.32)  -0.278
C (1.51, -0.68, 1.11)  0.039
C (1.64, 2.35, 1.08)  -0.115
H (0.10, -0.48, -1.13)  0.046
H (2.42, 2.87, 0.43)  0.100
H (2.25, 1.98, 1.83)  0.033
H (1.38, -0.32, 2.10)  0.069
H (1.87, -1.60, 0.72)  0.063
H (-0.33, 1.51, 0.80)  0.105
H (-3.94, -1.98, -0.42)  -0.005
H (0.22, 1.92, -0.65)  0.126
H (-0.72, -1.35, -2.17)  0.076
H (-2.51, -1.75, -0.63)  -0.011
H (1.27, 3.24, 1.55)  0.061

Total charge = 0
Relative energy (zero: lowest compared OMol25 entry of this formula, charge and spin) = 1.934 eV
SMILES string = C=NCC.O.O
Total energy = -326.06041 Ha
M = 93.13 g/mol
Highest occupied orbital energy = -10.09 eV